ORCA calculation (ωB97M-V/def2-TZVPD) on a 2-piece molecular cluster, C7H11NO3S overall.

The geometry in XYZ format:
```
23
Properties=species:S:1:pos:R:3:forces:R:3
S -4.390553 -0.582385 -0.259066 0.306 0.257 0.084
O 1.958781 -0.430890 0.848119 -1.301 -1.006 -2.503
O 1.137387 0.843615 -0.902842 0.304 -1.411 1.919
O 0.441660 -1.380209 -0.580424 1.362 3.760 0.965
N -3.123651 1.275949 0.935731 0.130 0.264 -0.091
C 1.111919 -0.309588 -0.204497 -0.080 -0.595 0.433
C 2.894132 0.562499 1.025582 -1.230 5.542 -2.415
C 0.004969 0.953267 -1.734396 -0.504 -2.313 -1.882
C -4.225320 1.035411 0.322684 -2.032 0.777 -0.487
C -2.816035 -0.938306 0.351025 -1.279 1.571 0.105
C -2.306742 0.159806 0.954576 -3.553 0.227 -1.556
C 0.704075 -2.544121 0.044761 -0.930 -4.273 2.161
H 0.398861 0.357361 -2.671487 -1.952 0.498 1.495
H 1.490091 -2.629335 0.827552 -0.567 0.874 -0.844
H -2.510624 -1.919484 0.289821 1.094 -1.766 -0.106
H 3.699526 0.798320 0.200172 -1.954 -0.836 1.244
H 0.025924 1.946125 -2.116384 -0.574 0.991 0.274
H 3.344655 0.358655 1.889318 2.163 -1.133 3.308
H -1.461957 0.338576 1.446627 3.659 -0.126 1.814
H -0.236090 -3.085227 0.462960 1.304 1.159 -1.331
H 2.289489 1.594520 1.310977 1.625 -2.183 -1.119
H -5.095317 1.779180 0.176685 1.711 -1.244 0.298
H -0.986909 0.576688 -1.168142 2.298 0.966 -1.768
```
Forces are in eV/Å.

Gap between HOMO and LUMO (alpha / beta) in eV: 6.70 / 6.70


ORCA calculation (ωB97M-V/def2-TZVPD) on a 2-piece molecular cluster, C7H11NO4S overall.

The geometry in XYZ format:
```
24
Properties=species:S:1:pos:R:3:forces:R:3
S 1.794445 -1.707402 -0.841237 -2.044 2.412 3.014
O 2.756898 -0.430398 -0.189298 -0.229 -0.982 -1.274
O 2.479665 -2.863586 -1.282271 1.986 -1.848 -0.737
O 2.010866 2.386489 -0.394156 0.270 0.621 0.166
O 3.642598 1.827292 1.144210 0.522 0.509 0.411
N -0.628171 -0.731750 1.235188 -1.240 -1.208 3.027
C -1.588785 0.634531 -0.501478 3.785 -1.069 0.485
C 1.219188 -2.184562 0.868786 0.537 -0.989 0.500
C -1.333875 1.608813 -1.675182 -1.881 -2.055 0.840
C -0.486466 0.027427 0.128480 -4.346 2.332 -2.584
C 0.256476 -1.735126 1.679291 -1.806 2.333 -0.903
C 2.847750 2.169899 0.380007 -0.781 -0.929 -0.542
C -3.004331 0.390797 -0.167110 -1.008 1.240 1.116
H -0.307010 1.789379 -1.833602 1.199 -0.201 -0.431
H -1.539976 -0.608456 1.755674 1.861 -0.280 -0.832
H 3.521686 -0.753315 0.299062 0.096 -0.303 0.278
H -3.335719 -0.577675 0.357080 0.766 1.785 -0.305
H -1.795980 2.591002 -1.590063 -0.416 -0.114 0.190
H 0.041105 -1.939289 2.757041 0.628 -0.638 -1.225
H -3.669615 0.514061 -1.010228 0.114 -0.468 -0.805
H -1.847333 0.983412 -2.437886 0.638 1.148 -0.568
H -3.236752 1.414801 0.292901 -0.482 -1.647 0.689
H 0.450660 0.201444 -0.309623 1.166 0.336 0.072
H 1.752685 -3.007798 1.334409 0.662 0.015 -0.580
```
Forces are in eV/Å.

Gap between HOMO and LUMO in eV: 7.90


ORCA calculation (ωB97M-V/def2-TZVPD) on C7H11NO7P2 as an isolated structure.

The geometry in XYZ format:
```
28
Properties=species:S:1:pos:R:3:forces:R:3
P 0.717595 -1.401739 0.602532 0.260 -0.786 0.230
P 2.250805 0.922100 0.370802 0.167 0.665 0.342
O 2.084435 -0.779217 -1.643799 0.276 -0.242 -0.441
O 1.310466 1.673825 1.394708 0.216 0.261 -0.524
O 3.367986 0.171097 0.979782 0.079 -0.221 -0.082
O -0.142627 -2.553809 -0.063210 0.305 0.185 -0.359
O 2.731407 2.113295 -0.558067 -0.494 -0.063 -0.036
O 0.110523 -0.770624 1.786168 -0.045 0.261 0.028
O 2.074455 -2.177196 0.907779 -0.347 -0.275 -0.362
N -2.636533 1.556086 0.927064 -0.128 0.396 0.368
C -3.482174 0.549025 0.795424 -0.095 -0.247 -0.070
C -2.106693 -0.509657 -0.831650 -0.096 0.228 -0.008
C 0.100108 0.530381 -1.436875 -0.026 0.133 0.076
C 1.225788 -0.195567 -0.705771 0.134 -0.072 1.116
C -1.187043 0.520830 -0.669731 -0.503 0.202 -0.124
C -1.526341 1.542335 0.215219 0.176 -0.105 -0.327
C -3.271472 -0.502336 -0.082853 0.065 0.000 0.002
H 0.423677 1.555914 -1.634405 -0.082 -0.077 -0.157
H -0.029826 0.017297 -2.392438 0.069 0.051 0.058
H -0.745544 -2.928029 0.581849 -0.349 -0.178 0.206
H -4.001948 -1.290346 -0.184482 -0.083 -0.046 -0.007
H 3.687280 2.171286 -0.546597 0.434 0.055 -0.096
H -1.916856 -1.299341 -1.545295 0.026 -0.048 -0.022
H 0.779533 1.049939 1.916081 -0.245 -0.364 0.143
H 2.678537 -1.397487 -1.196505 0.052 0.043 0.008
H -4.369884 0.601218 1.409701 -0.142 -0.083 0.027
H 2.748555 -1.564369 1.253393 0.256 0.295 0.076
H -0.874200 2.395078 0.351174 0.118 0.030 -0.064
```
Forces are in eV/Å.

Gap between HOMO and LUMO in eV: 10.08


ORCA calculation (ωB97M-V/def2-TZVPD) on one molecule with the formula C7H11NOS2.

The geometry in XYZ format:
```
22
Properties=species:S:1:pos:R:3:forces:R:3
S -1.181496 2.702528 0.122550 0.042 -0.438 -0.253
S -1.846905 -1.222268 -0.756498 1.239 -0.053 -0.015
O -0.167066 -1.208450 1.329298 -0.132 0.070 0.524
N 1.222895 1.473552 -0.490420 -0.699 -0.283 -0.207
C 2.603105 -0.228908 0.722173 0.308 -0.163 -1.412
C 0.153034 1.911019 -0.253784 0.742 0.556 0.423
C 2.238941 -1.591244 0.058821 -0.514 0.609 0.331
C 2.544189 0.971242 -0.273043 0.256 -0.259 0.948
C -0.262056 -1.325420 0.147709 -0.272 -0.324 -2.115
C -2.905565 -0.864980 0.609856 -1.467 -0.420 1.120
C 0.947755 -1.606972 -0.794746 0.205 0.219 1.103
H -2.578849 0.063090 1.138838 -0.439 -0.807 -0.424
H 3.114939 1.780109 0.182340 0.059 0.169 -0.108
H 1.981319 0.017332 1.565476 -0.276 -0.096 0.310
H 0.825179 -2.563688 -1.307208 -0.145 -0.140 0.311
H 1.009417 -0.889979 -1.611590 -0.260 0.304 0.115
H 3.015189 0.741853 -1.226381 -0.087 -0.121 -0.104
H -3.966315 -0.800213 0.225172 1.236 0.325 0.269
H 3.646796 -0.321952 1.072529 -0.403 0.192 -0.091
H -2.937224 -1.752547 1.296281 0.282 0.975 -0.378
H 3.078375 -1.875685 -0.562083 0.191 -0.234 -0.192
H 2.125434 -2.318158 0.866437 0.132 -0.080 -0.157
```
Forces are in eV/Å.

Gap between HOMO and LUMO in eV: 9.62


These records have F_max values of 6.2; 5.6; 1.1; 2.2 eV/Å, in the order they appear.
These records have energy relative to the best compared isomer or geometry (same formula, charge and spin) values of 760.3; 253.9; 1.3; 40.9 kJ/mol, in the order they appear.
These records have E_tot values of -951.743601; -1027.148649; -1537.712699; -1199.691723 Eh, in the order they appear.